The following is a quantum chemistry calculation of C4H16F3N8O4Y as an isolated structure in a non-equilibrium geometry, from the OMol25 dataset.

Last column: natural (NBO) charge in e.
Geometry (Å):
Y (0.1572, -0.2227, 1.2289)  2.2453
F (0.5524, 1.9631, 0.3241)  -0.8773
F (-1.0220, -2.1072, 1.6055)  -0.8365
F (0.7441, -0.0042, 3.4666)  -0.8389
C (1.1470, -1.8343, -1.5951)  0.7982
O (0.8073, -0.9618, -0.8705)  -0.6699
N (1.3859, -3.0818, -1.1385)  -0.8266
N (1.3290, -1.8265, -2.8831)  -0.8080
H (1.4813, -3.2738, -0.1515)  0.4203
H (1.7869, -3.7370, -1.7942)  0.3653
H (1.9437, -2.6032, -3.0807)  0.3852
H (1.3814, -0.8852, -3.2456)  0.4148
C (-2.4079, 1.9948, 2.0624)  0.7858
O (-1.5224, 1.1644, 2.1069)  -0.6705
N (-2.1732, 3.1957, 1.5239)  -0.8507
N (-3.5273, 1.8295, 2.7605)  -0.8190
H (-1.2095, 3.3867, 1.2894)  0.4669
H (-2.9653, 3.8170, 1.6055)  0.3829
H (-3.8589, 0.9048, 2.9950)  0.4240
H (-4.1623, 2.6008, 2.9091)  0.3794
C (3.7114, -0.4847, 0.5798)  0.7868
O (2.4891, -0.3193, 0.9561)  -0.7421
N (4.5209, -1.4545, 0.9089)  -0.8325
N (4.1949, 0.2824, -0.2893)  -0.7902
H (5.5246, -1.3650, 0.9760)  0.4108
H (3.9996, -2.2176, 1.3167)  0.4136
H (3.5397, 1.0262, -0.4832)  0.4409
H (5.0046, 0.0035, -0.8248)  0.3983
C (-2.6470, 0.3967, -1.1944)  0.7686
O (-2.0131, -0.0517, -0.2720)  -0.6848
N (-3.1369, 1.5681, -1.0430)  -0.8118
N (-2.9209, -0.3496, -2.2488)  -0.8327
H (-2.8827, 2.1570, -0.2628)  0.4281
H (-3.1433, 1.8941, -1.9989)  0.3698
H (-2.4934, -1.2639, -2.2866)  0.4167
H (-3.6147, -0.1408, -2.9525)  0.3897

Properties
Energy relative to the best compared isomer or geometry (same formula, charge and spin) in eV: 2.506
2S+1: 1
LUMO in Ha: 0.002
F_max in eV/A: 5.91
Total energy in eV: -33722.0290

The following is a quantum chemistry calculation of C17H30INO5Si2Sn as an isolated structure, from the OMol25 dataset.

Last column: natural (NBO) charge in e.
Geometry (Å):
Sn (0.3506, 0.0620, 0.1611)  1.4245
C (1.6576, -3.0341, 1.9800)  -1.1203
Si (2.0529, -1.2219, 1.6231)  1.1829
C (2.6129, -0.3985, 3.2025)  -1.1186
C (3.4679, -1.2488, 0.3562)  -0.4808
C (4.6543, -1.8316, 0.8220)  -0.1367
C (5.7788, -1.9628, 0.0223)  -0.2280
C (5.7424, -1.4931, -1.2841)  -0.2074
C (4.5844, -0.8971, -1.7587)  -0.1987
C (3.4332, -0.7642, -0.9692)  -0.4596
Si (1.9835, 0.0766, -1.8713)  1.2582
C (1.5355, -1.0201, -3.3241)  -1.1241
C (2.5475, 1.7680, -2.4332)  -1.1277
H (2.5766, -3.5604, 2.2562)  0.2393
H (1.2302, -3.5374, 1.1098)  0.2370
H (0.9573, -3.1291, 2.8163)  0.2251
H (3.3405, -1.0246, 3.7278)  0.2316
H (1.7558, -0.2369, 3.8612)  0.2534
H (3.0649, 0.5726, 2.9944)  0.2534
H (4.6980, -2.2016, 1.8449)  0.1901
H (6.6756, -2.4300, 0.4109)  0.2118
H (6.6093, -1.5894, -1.9267)  0.2125
H (4.5717, -0.5267, -2.7816)  0.1993
H (2.3346, -1.0041, -4.0718)  0.2351
H (0.6149, -0.6747, -3.7998)  0.2436
H (1.3885, -2.0547, -3.0071)  0.2423
H (3.2958, 1.6765, -3.2266)  0.2363
H (2.9923, 2.3258, -1.6062)  0.2495
H (1.7047, 2.3444, -2.8222)  0.2508
C (-3.1144, -1.7518, 3.1174)  -0.6238
C (-2.2624, -0.5755, 2.6606)  0.1391
C (-2.4522, 0.6447, 3.5498)  -0.6137
O (-0.8781, -0.9159, 2.7168)  -0.7209
C (-2.6875, -0.1917, 1.2244)  0.7826
O (-3.8494, 0.0913, 1.0063)  -0.6360
O (-1.7840, -0.2046, 0.2683)  -0.8494
H (-2.8780, -1.9945, 4.1542)  0.2152
H (-2.9218, -2.6307, 2.4939)  0.2041
H (-4.1696, -1.5037, 3.0261)  0.2421
H (-2.3028, 0.3741, 4.5956)  0.2139
H (-3.4494, 1.0545, 3.4073)  0.2324
H (-1.7106, 1.3996, 3.2763)  0.2220
H (-0.7893, -1.8383, 2.4445)  0.4762
N (-3.0752, 0.7524, -2.1761)  -0.7926
C (-1.9759, 1.1589, -2.8024)  0.6578
O (-0.8435, 1.1014, -2.3096)  -0.6792
C (-2.0690, 1.7471, -4.2008)  -0.6025
I (-3.8325, 1.2882, -5.3212)  0.0761
H (-2.9568, 0.3870, -1.2344)  0.4486
H (-3.9965, 0.8609, -2.5581)  0.4083
H (-1.2260, 1.3953, -4.7818)  0.2487
H (-2.0255, 2.8303, -4.1356)  0.2499
C (0.8396, 3.0772, 1.0320)  -0.2233
O (1.0042, 1.6834, 1.1074)  -0.9406
H (0.6499, 3.4271, 0.0101)  0.1570
H (1.7588, 3.5507, 1.3862)  0.1719
H (0.0191, 3.4126, 1.6745)  0.1609

Properties
Energy relative to the best compared isomer or geometry (same formula, charge and spin) in eV: 1.020
2S+1: 1
LUMO in Ha: 0.006
F_max in eV/A: 0.95
Total energy in eV: -59532.9634

The following is a quantum chemistry calculation of C16H40O14V3 as an isolated structure in a non-equilibrium geometry, from the OMol25 dataset.

Last column: Mulliken charge in e.
Geometry (Å):
O (-1.1050, 1.1285, -3.4477)  -0.5237
V (-1.7155, 0.6852, -2.0506)  1.0830
O (-3.2109, 1.1939, -1.9626)  -0.5186
O (1.2437, -4.1192, -2.2044)  -0.5020
V (0.8532, -2.5628, -2.2375)  1.0166
O (1.3953, -1.9211, -3.6107)  -0.4460
O (-1.9416, -3.9306, 1.4796)  -0.4634
V (-1.8701, -2.3310, 1.2279)  0.9593
O (-2.9750, -1.6529, 2.1542)  -0.4822
C (-0.2645, -0.9157, -0.3995)  1.9947
O (-1.3431, -0.4273, 0.0055)  0.3084
O (-0.0974, -2.1376, -0.1390)  -1.2312
O (0.1054, -0.5119, -1.5528)  -1.0205
C (3.3764, 4.8345, -1.9191)  -1.3961
C (2.4965, 3.6561, -2.2927)  0.4897
C (2.6287, 2.5554, -1.2446)  -0.9005
O (1.1107, 4.0448, -2.2636)  -0.4857
H (4.4240, 4.5424, -1.9740)  0.3759
H (3.1265, 5.1991, -0.9222)  0.3195
H (3.1729, 5.6662, -2.5987)  0.4085
H (2.7346, 3.2832, -3.2922)  0.3158
H (2.4063, 2.9419, -0.2482)  0.2709
H (3.6402, 2.1496, -1.2759)  0.4695
H (1.9369, 1.7279, -1.4293)  -0.0898
H (0.9503, 4.7615, -2.8875)  0.2546
C (4.5200, -3.3175, -0.1711)  -1.4646
C (3.4073, -2.2607, -0.1619)  0.9960
C (3.8252, -0.9731, 0.4989)  -1.2119
O (2.9707, -2.0376, -1.5168)  -0.2507
H (5.3251, -2.9277, -0.8021)  0.4117
H (4.1147, -4.2639, -0.5200)  0.3687
H (4.9567, -3.4665, 0.8156)  0.3831
H (2.5820, -2.6851, 0.4171)  -0.0275
H (4.1881, -1.1517, 1.5127)  0.3628
H (2.9925, -0.2687, 0.5530)  0.0616
H (4.6693, -0.5014, -0.0136)  0.4136
H (3.7773, -1.8613, -2.0207)  0.3210
C (-0.7026, 4.1421, 0.7780)  -1.4135
C (-1.0609, 2.6728, 0.4884)  1.3714
C (-2.4950, 2.3664, 0.9009)  -1.2671
O (-0.8675, 2.4412, -0.9187)  -0.2579
H (-0.4290, 4.2704, 1.8252)  0.4104
H (-1.5436, 4.7948, 0.5466)  0.3479
H (0.1641, 4.4288, 0.1813)  0.3923
H (-0.3737, 2.0825, 1.1054)  -0.2500
H (-3.2024, 2.8030, 0.2000)  0.3835
H (-2.5947, 2.8139, 1.8920)  0.4309
H (-2.6882, 1.3037, 1.0396)  -0.0291
H (-0.0667, 2.8989, -1.2476)  0.0204
C (-0.5982, 0.2579, 3.4776)  -1.2727
C (0.3985, -0.7658, 2.9990)  2.0453
C (1.5231, -0.9497, 3.9949)  -1.7248
O (-0.2610, -2.0402, 2.8282)  -0.4032
H (-0.1196, 1.2245, 3.6512)  0.4163
H (-1.0035, 0.0353, 4.4693)  0.4438
H (-1.4655, 0.3410, 2.8235)  0.0470
H (0.8693, -0.4696, 2.0503)  -0.8221
H (2.2790, -1.6677, 3.6635)  0.4202
H (1.1797, -1.3243, 4.9665)  0.4313
H (1.9948, -0.0070, 4.2769)  0.4073
H (0.3194, -2.7385, 3.1505)  0.2855
C (-5.3058, -1.3970, -0.7303)  -1.2534
C (-4.6019, -2.7417, -0.5525)  0.4939
C (-5.0160, -3.7748, -1.5918)  -1.4841
O (-3.1824, -2.5159, -0.6446)  -0.3774
H (-6.3842, -1.5554, -0.6742)  0.4614
H (-5.0950, -1.0026, -1.7303)  0.2869
H (-4.9778, -0.6372, -0.0243)  0.2206
H (-4.8974, -3.1094, 0.4295)  0.3228
H (-4.3839, -4.6564, -1.4978)  0.3781
H (-4.8745, -3.4004, -2.6126)  0.3631
H (-6.0814, -3.9767, -1.5018)  0.4162
H (-2.8626, -2.2919, -1.5174)  0.1880

Properties
2S+1: 1
LUMO in Ha: -0.188
Total charge: +1
F_max in eV/A: 5.24
Total energy in eV: -122964.6574

The following is a quantum chemistry calculation of a 2-piece molecular cluster, C2H8O2 overall in a non-equilibrium geometry, from the OMol25 dataset.

Last column: natural (NBO) charge in e.
Geometry (Å):
C (1.0372, 0.2286, 2.0835)  -0.2671
O (1.6049, -1.0037, 1.6190)  -0.7159
H (0.2298, 0.6403, 1.4769)  0.1635
H (1.8860, 0.9111, 1.8028)  0.1745
H (0.9652, 0.3423, 3.1603)  0.1804
H (1.6114, -1.6029, 2.3548)  0.4648
C (-1.8497, 0.4692, -2.2756)  -0.2592
O (-0.6630, 0.1688, -1.5592)  -0.7136
H (-2.0823, -0.3277, -2.9901)  0.1756
H (-2.7959, 0.6751, -1.7752)  0.1701
H (-1.6035, 1.3410, -2.8889)  0.1623
H (-0.7442, 0.5151, -0.6556)  0.4647

Properties
Energy relative to the best compared isomer or geometry (same formula, charge and spin) in eV: 1.290
2S+1: 1
LUMO in Ha: 0.030
Structure (SMILES): CO.CO
F_max in eV/A: 3.69
Total energy in eV: -6297.1204

The following is a quantum chemistry calculation of C47H28BrN10Re as an isolated structure, from the OMol25 dataset.

Last column: Mulliken spin population.
Geometry (Å):
Re (-0.6167, -0.5162, -1.1613)  2.4375
C (1.9126, -5.0717, 3.1212)  0.0056
C (1.0492, -4.4747, 4.0489)  0.0025
C (0.1547, -3.4917, 3.6709)  0.0066
C (0.1214, -3.1232, 2.3271)  0.0186
C (-0.6454, -2.1753, 1.5781)  -0.0204
N (-1.9548, -0.0299, 0.1259)  0.0499
C (-2.3841, -0.4649, 1.2173)  0.1028
C (-3.4730, -0.0097, 2.1078)  0.0344
C (-4.7135, 0.5259, 1.8455)  0.0257
C (-5.5185, 0.8583, 2.9341)  -0.0032
C (-5.0607, 0.6958, 4.2336)  0.0124
C (-3.7888, 0.1878, 4.4961)  -0.0041
C (-3.0196, -0.1973, 3.4210)  0.0128
C (-1.6481, -0.7241, 3.3036)  0.0340
N (-0.6482, -0.2660, 4.0086)  0.0213
C (0.4775, 0.1769, 3.4434)  -0.0062
N (0.7253, 0.1810, 2.1202)  0.0216
C (1.6939, 1.0941, 1.8884)  0.0042
N (2.3661, 1.3115, 0.7615)  0.0262
C (2.3136, 0.4744, -0.2581)  -0.0378
N (1.3954, -0.5049, -0.4690)  -0.0194
C (2.0762, -1.5938, -1.0297)  -0.0212
N (1.7803, -2.8273, -0.7331)  0.0291
C (0.7888, -3.0236, 0.1548)  0.0242
N (-0.2994, -2.2118, 0.2725)  0.0567
C (0.9938, -3.7294, 1.3917)  0.0032
C (1.9042, -4.7013, 1.7895)  -0.0016
C (3.3239, -1.1004, -1.6017)  0.0181
C (4.2806, -1.6732, -2.4218)  -0.0028
C (5.3712, -0.8935, -2.7797)  -0.0020
C (5.5175, 0.4079, -2.2980)  0.0040
C (4.5829, 0.9710, -1.4420)  -0.0077
C (3.4705, 0.2129, -1.1194)  -0.0065
C (2.1020, 1.7382, 3.1507)  0.0015
C (2.9938, 2.7490, 3.4460)  -0.0025
C (3.1751, 3.0760, 4.7868)  0.0022
C (2.4952, 2.3942, 5.7908)  -0.0026
C (1.5893, 1.3799, 5.4921)  0.0041
C (1.4011, 1.0680, 4.1612)  -0.0073
N (-1.5814, -1.3306, 2.0535)  0.0307
H (2.6050, -5.8323, 3.4567)  0.0003
H (1.0927, -4.7852, 5.0843)  0.0004
H (-0.4877, -3.0214, 4.4042)  -0.0001
H (-5.0619, 0.6638, 0.8300)  0.0021
H (-6.5126, 1.2516, 2.7696)  0.0000
H (-5.7040, 0.9642, 5.0608)  0.0005
H (-3.4229, 0.0873, 5.5089)  0.0000
H (2.5790, -5.1517, 1.0742)  -0.0002
H (4.1704, -2.6903, -2.7748)  0.0006
H (6.1253, -1.3027, -3.4388)  0.0002
H (6.3796, 0.9893, -2.5981)  0.0001
H (4.7000, 1.9705, -1.0447)  0.0002
H (3.5172, 3.2707, 2.6555)  -0.0002
H (3.8505, 3.8790, 5.0514)  0.0003
H (2.6739, 2.6577, 6.8252)  0.0000
H (1.0606, 0.8495, 6.2729)  0.0003
Br (0.5054, -1.3383, -3.5389)  0.0163
C (0.9095, 0.4609, -4.0940)  -0.0075
C (1.5735, 0.5999, -5.2752)  0.0062
C (1.8902, 1.8934, -5.7249)  -0.0092
C (1.5481, 2.9755, -4.9659)  0.0102
C (0.8774, 2.8255, -3.7299)  -0.0195
C (0.5595, 3.9533, -2.9382)  0.0529
C (-0.0769, 3.8004, -1.7413)  -0.0221
C (-0.4419, 2.5174, -1.2930)  0.0948
C (-0.1778, 1.3765, -2.0198)  -0.0235
C (0.5190, 1.5291, -3.2582)  -0.0011
H (1.8549, -0.2673, -5.8572)  0.0011
H (2.4033, 2.0167, -6.6686)  -0.0005
H (1.7903, 3.9779, -5.2967)  0.0000
H (0.8372, 4.9361, -3.2985)  0.0023
H (-0.3042, 4.6615, -1.1265)  0.0001
H (-0.9473, 2.4277, -0.3368)  0.0268
N (-6.0163, -0.5719, -4.6266)  0.0092
C (-4.8796, -0.5784, -3.9059)  0.0131
C (-4.6030, 0.4163, -2.9513)  0.0058
C (-3.4303, 0.3813, -2.2470)  0.0199
N (-2.5022, -0.5855, -2.3925)  -0.0299
C (-2.7681, -1.5417, -3.2991)  0.0163
C (-3.9044, -1.5758, -4.0644)  -0.0126
H (-6.7059, 0.1444, -4.4929)  -0.0005
H (-6.1860, -1.2674, -5.3297)  -0.0004
H (-5.3063, 1.2202, -2.7776)  0.0004
H (-3.2010, 1.1529, -1.5300)  0.0072
H (-2.0422, -2.3338, -3.4055)  -0.0052
H (-4.0442, -2.3750, -4.7798)  0.0000

Properties
Energy relative to the best compared isomer or geometry (same formula, charge and spin) in eV: 1.208
2S+1: 4
LUMO (alpha / beta) in Ha: -0.140 / -0.145
Total charge: +1
F_max in eV/A: 0.93
Total energy in eV: -136260.7871

The following is a quantum chemistry calculation of C10H15AlBClF5NO as an isolated structure in a non-equilibrium geometry, from the OMol25 dataset.

Last column: natural (NBO) charge in e.
Geometry (Å):
C (-1.5897, 2.4557, 0.8807)  -0.5995
C (-0.4563, 1.6309, 1.6237)  -0.7949
B (0.9771, 1.7409, 0.9074)  0.9880
O (1.9891, 2.5440, 1.4426)  -0.8266
C (1.1770, 0.8407, -0.4377)  -0.3006
C (0.9715, 1.4210, -1.7736)  -0.1553
C (1.1265, 0.5319, -2.9327)  0.3900
F (0.9131, 0.9902, -4.1926)  -0.2863
C (1.4836, -0.8670, -2.7516)  -0.0122
N (1.7018, -1.3772, -1.4816)  -0.2826
C (2.0740, -2.8020, -1.3664)  -0.2426
C (0.8763, -3.7712, -1.0478)  -0.1984
C (-0.0945, -3.9816, -2.2900)  -0.6454
Cl (-0.1662, -3.2479, 0.3432)  -0.0292
C (1.5617, -0.5647, -0.3660)  0.0906
H (-1.6384, 3.4915, 1.3228)  0.2464
H (-1.4133, 2.6056, -0.2248)  0.1623
H (-2.5963, 1.9867, 1.0148)  0.2552
H (-0.3885, 2.0366, 2.6750)  0.2892
H (-0.7807, 0.5535, 1.7518)  0.2413
H (2.8239, 2.1705, 1.0904)  0.4841
H (0.7071, 2.5015, -1.8425)  0.2761
H (1.5685, -1.5163, -3.6557)  0.2579
H (2.9398, -2.9659, -0.6632)  0.2506
H (2.4702, -3.1083, -2.3793)  0.2361
H (1.3388, -4.7538, -0.7435)  0.2434
H (-0.8705, -4.7220, -1.9425)  0.2519
H (-0.6586, -3.0329, -2.5291)  0.2266
H (0.4485, -4.3891, -3.1835)  0.2217
H (1.7635, -1.0700, 0.6099)  0.2580
F (-5.0447, 2.2125, 5.2017)  -0.7885
Al (-3.6550, 2.9353, 4.4325)  2.1785
F (-3.1107, 4.3059, 5.3665)  -0.7891
F (-4.0859, 3.4623, 2.8190)  -0.7964
F (-2.3627, 1.7530, 4.3219)  -0.8002

Properties
Energy relative to the best compared isomer or geometry (same formula, charge and spin) in eV: 1.419
2S+1: 1
LUMO in Ha: -0.109
F_max in eV/A: 2.70
Total energy in eV: -47540.9399

What is the F_max in the first record? 5.91 eV/A